Entry 1:
A structure of composition C5H4O4Pt at a distorted geometry, computed with wB97M-V/def2-TZVPD.

Values from the calculation:
2S+1: 3
Charge: +2
<S²>: 2.01
Frontier orbital gap (alpha / beta) (eV): 9.33 / 6.21

```
14
Properties=species:S:1:pos:R:3:forces:R:3
C 1.993396 -2.432722 0.057258 0.0085 0.0858 0.0682
C 3.096732 -2.732801 0.429407 -0.8570 0.3325 -0.2074
H 4.074181 -2.990423 0.796335 -0.1425 0.0329 -0.1488
H 2.178302 -0.391848 -0.540214 -0.3945 -0.0302 -0.2005
O 0.706213 -2.184144 -0.288313 -0.3011 0.3958 -1.1786
C 0.403905 -1.021456 -0.886450 6.0110 -1.8691 3.7621
O -0.769705 -0.806721 -1.155084 10.2391 -13.8646 -5.1211
O 1.282671 -0.085794 -0.860271 -0.2748 0.0281 -0.8542
Pt -1.837579 0.323212 -0.882711 -13.1096 13.4147 2.1639
C -2.069061 2.476059 0.652497 0.6047 1.6033 0.0459
C -2.359001 1.264770 0.746767 -1.7078 0.0848 1.2297
O -1.554919 3.607209 0.565421 -0.1707 -0.8156 0.1667
H -3.095383 0.725204 1.344018 0.2720 0.2426 0.3209
H -2.049753 4.249455 0.021339 -0.1771 0.3591 -0.0467
```
Positions in Å, forces in eV/Å.

Entry 2:
A cluster of 11 separate species, C30H69N4O18 in total at a distorted geometry, computed with wB97M-V/def2-TZVPD.

Values from the calculation:
Charge: -3
ΔE to the lowest compared entry with this formula, charge and spin (eV): 6.784
Frontier orbital gap (eV): 3.89

```
121
Properties=species:S:1:pos:R:3:forces:R:3
C -4.757492 5.631086 0.182938 1.8352 -0.4396 -1.5944
C -3.905591 4.915177 -0.930318 -1.7374 -1.5925 1.4034
C -3.131459 3.725120 -0.330004 2.6055 -0.5698 -0.7723
O -2.253012 2.963019 -1.268402 -0.4369 1.6008 0.1074
C -0.995859 3.594284 -1.710488 -1.3057 -1.2557 0.2227
N -4.920833 4.270646 -1.891225 1.7288 2.1421 -0.7914
H -5.622076 3.668595 -1.483931 -0.3105 -1.3137 0.9075
H -5.369489 4.972907 -2.461873 -0.5586 0.3942 0.0996
H -4.351804 3.836568 -2.603883 0.0628 -1.7585 -0.7367
H -4.036180 6.063022 0.876657 -0.2647 -0.1301 0.3115
H -5.397873 4.865940 0.621747 -0.2567 0.4277 0.1540
H -5.217418 6.457844 -0.358399 -0.7031 -0.0460 0.4664
H -3.304797 5.635025 -1.486168 0.0656 -0.3091 -0.1110
H -3.732583 2.935041 0.120016 -0.6580 0.3073 -0.3095
H -2.461944 4.070810 0.457614 -0.1083 0.4213 0.1348
H -0.588727 2.856159 -2.401506 0.0056 0.0028 0.0574
H -0.290603 3.705097 -0.886819 -0.1243 0.3847 0.0939
H -1.156376 4.491606 -2.308103 -0.0635 0.3263 0.3280
C 6.517378 -0.430220 -0.107058 0.0596 -1.6466 0.0632
C 5.453395 -1.207762 0.736103 0.6296 2.0739 0.8974
C 5.284998 -0.417503 2.028012 -0.8640 0.4456 -0.2133
O 5.003510 0.941945 1.751825 -0.0476 -0.8498 -0.1660
C 4.598335 1.624762 2.930821 -0.2210 0.2435 -0.1296
N 4.150215 -1.273091 0.045448 0.4466 -0.5633 -0.4661
H 3.347091 -1.610184 0.556769 -0.5968 -0.4715 1.6553
H 3.888127 -0.357367 -0.290509 -0.1823 1.3116 -0.9214
H 4.194349 -1.889916 -0.753100 0.0380 0.2925 -0.5047
H 7.374205 -0.345318 0.561326 0.0925 0.1626 -0.0739
H 6.270877 0.555590 -0.501416 -0.5963 -0.2065 0.3628
H 6.838507 -1.066258 -0.931940 0.0992 0.0478 -0.2933
H 5.741473 -2.194161 1.099610 0.1058 -0.1791 -0.6501
H 6.206682 -0.481509 2.606371 0.1543 -0.2675 0.2297
H 4.452066 -0.880793 2.556869 -0.0618 -0.0250 0.5158
H 3.734223 1.165851 3.411250 -0.1573 -0.1910 -0.1505
H 4.311571 2.631256 2.626125 0.0773 0.0083 0.1462
H 5.409288 1.594938 3.658528 0.2399 0.2762 0.1373
C 1.290556 0.913477 1.644475 1.7982 0.3941 0.9465
C -0.093766 0.439440 1.453532 -1.2797 -0.7928 -0.6468
C -0.210807 -0.122433 -0.003292 -0.2002 -0.1304 1.3441
O -1.484914 -0.670307 -0.216320 -0.4093 0.2216 -0.3065
C -1.715161 -0.982461 -1.560559 -0.2054 0.1343 -0.5777
N -0.440299 -0.587260 2.504935 1.1473 -0.2017 -1.7605
H 0.105003 -1.388311 2.220227 0.4896 -0.9167 0.3002
H -0.102490 -0.360461 3.429355 0.0605 0.5610 1.3890
H -1.403582 -0.885177 2.563465 -1.3753 -0.2653 0.2790
H 1.462164 1.411696 2.598636 -0.4704 0.5126 -0.1409
H 1.681825 1.566750 0.864574 -0.3705 0.2083 0.0625
H 2.013579 0.103407 1.740060 -0.2436 -0.6385 -0.3694
H -0.871745 1.186564 1.610521 0.2754 0.4209 -0.3964
H 0.493500 -0.922692 -0.230554 0.6678 -0.1047 0.4014
H 0.079157 0.698948 -0.658536 -0.4516 0.2665 -0.2982
H -0.931201 -1.578010 -2.028352 0.5520 -0.5294 0.2676
H -1.746615 -0.109729 -2.212822 -0.1939 0.4833 0.1961
H -2.659857 -1.512013 -1.683938 -0.0104 0.0735 0.3579
C 1.946446 -4.032917 -1.004558 -0.5044 -0.6871 0.3409
C 1.715698 -4.429578 -2.443173 -0.2132 0.5688 -0.0993
C 0.200346 -4.474631 -2.801911 0.4753 0.4200 -1.3863
O -0.079777 -3.702138 -4.007477 1.3756 -0.4520 0.8771
C -1.377894 -4.028257 -4.462810 -0.0530 -0.0150 0.2728
N 2.531173 -3.485468 -3.302783 -1.7870 0.0582 0.2834
H 2.420494 -3.767293 -4.266335 0.8806 -0.3442 -0.3851
H 2.167546 -2.543320 -3.318050 -0.2407 1.5036 0.7942
H 3.419869 -3.489636 -2.822887 0.6826 0.2425 -0.8609
H 2.982546 -4.134213 -0.681525 0.1272 0.2399 0.0002
H 1.398762 -4.726227 -0.366240 -0.0066 -0.0768 0.0797
H 1.512857 -3.058050 -0.781529 0.2713 0.2168 -0.1015
H 2.233231 -5.343376 -2.735116 -0.4928 -0.5277 0.5288
H -0.443150 -4.146136 -1.985757 0.1841 0.2614 0.1299
H -0.019179 -5.523906 -2.999233 -0.2446 -0.1537 -0.0192
H -1.695772 -3.446791 -5.328235 0.4477 0.3005 0.1827
H -2.035312 -3.813795 -3.620258 -0.5776 -0.3518 -0.2507
H -1.349712 -5.075353 -4.764280 -0.5175 -0.2457 0.1512
C 1.088845 -4.414794 2.595698 -1.6259 -1.1475 0.4957
C 2.260055 -3.511436 2.415997 -1.4872 1.0744 -1.4389
O 3.355465 -4.029595 2.297614 2.4924 -0.8818 0.0534
O 1.979663 -2.305575 2.145606 0.2201 0.6255 -0.2552
H 0.973481 -4.862636 3.582729 0.2824 0.2373 0.2492
H 1.170929 -5.284458 1.943749 0.3174 -0.0930 -0.2020
H 0.122351 -3.967341 2.363828 0.0985 0.3441 0.0969
C 2.154094 -1.178582 5.568808 0.1871 -0.1420 -0.6055
C 1.065194 -0.340753 6.242262 -0.4211 -0.0889 0.5131
O 1.182821 -0.006589 7.422209 1.2561 0.1064 1.6653
O 0.046753 -0.089001 5.582451 -0.6370 -0.0381 -2.2432
H 3.113293 -1.264127 6.079423 -0.0959 0.2393 0.3057
H 2.326484 -0.785519 4.566860 0.0997 0.0373 -0.1426
H 1.780767 -2.189723 5.406598 -0.1486 -0.1108 0.0536
C 1.834712 1.544109 -3.105138 -0.0828 0.7573 -0.1790
C 2.723966 0.606462 -2.331441 -0.1838 1.9715 0.8973
O 2.442690 -0.601869 -2.293665 -0.1747 -3.0152 -0.4557
O 3.634822 1.163835 -1.692442 0.7706 -0.6381 0.2435
H 2.383028 1.793958 -4.013447 -0.3622 -0.1464 -0.4289
H 1.775205 2.497810 -2.580741 0.0753 -0.0885 0.2084
H 0.813074 1.201678 -3.269783 0.2255 -0.3085 -0.3499
C -3.507800 -4.147342 3.570041 -0.4644 0.9827 -0.5370
C -3.728899 -2.620554 3.838833 2.1155 1.1038 0.8268
O -2.887570 -1.798941 3.359732 0.6239 -0.8616 -1.4086
O -4.560321 -2.252940 4.653703 -2.0128 -0.7910 0.8309
H -4.358144 -4.708772 3.957100 0.0985 -0.1062 -0.0281
H -2.565763 -4.496144 3.993130 -0.0206 0.1452 0.1225
H -3.443793 -4.220075 2.484345 0.0090 -0.4031 -0.1177
C -0.114566 4.803925 1.868497 -0.4538 -0.2550 0.4713
C 1.412156 4.809893 1.726959 0.1585 -2.0868 0.1252
O 2.106454 3.814542 2.022077 -0.4784 -1.0349 0.7982
O 1.869890 5.815853 1.237048 0.7457 3.5254 -1.2876
H -0.397033 5.282365 2.806264 0.0694 0.3036 0.0527
H -0.593358 3.826984 1.935210 0.2296 -0.2778 -0.2247
H -0.525976 5.382648 1.041499 -0.1086 0.0286 0.0356
C -2.553261 1.531203 -4.864419 0.6035 -0.4412 0.8057
C -3.768336 2.277149 -5.346628 -0.3569 -0.2337 -2.1274
O -4.595216 2.727332 -4.557367 -0.9150 1.0000 2.7331
O -3.867383 2.435671 -6.582675 0.5946 -0.2569 -0.7628
H -1.812358 2.316497 -4.714487 0.4665 -0.1753 -0.1477
H -2.205840 0.760762 -5.552758 0.0793 0.3880 -0.3524
H -2.648475 1.027757 -3.902350 -0.4206 0.2482 0.2020
C -4.814120 0.449448 -1.154259 0.4313 -0.1199 0.4986
C -6.157025 0.907508 -0.557490 -2.5219 -1.4444 -1.0430
O -7.133242 0.110793 -0.646888 1.1484 -0.1600 -0.0610
O -6.329896 2.066110 -0.102666 1.5592 1.7542 -0.1079
H -4.024323 0.571461 -0.413030 0.1963 0.3491 -0.0268
H -4.541424 0.959910 -2.077935 -0.0947 0.5193 0.0798
H -4.757761 -0.607452 -1.414800 -0.6667 -0.1026 0.1727
```
Positions in Å, forces in eV/Å.

Entry 3:
A cluster of 2 separate species, C2H9O2 in total at a distorted geometry, computed with wB97M-V/def2-TZVPD.

Values from the calculation:
Charge: +1
ΔE to the lowest compared entry with this formula, charge and spin (eV): 0.716
Frontier orbital gap (eV): 13.12

```
13
Properties=species:S:1:pos:R:3:forces:R:3
O -0.071108 -1.045131 -1.922315 -2.9304 -0.1423 -3.7471
H -0.016897 -1.031872 -0.595321 -0.4391 -0.3173 -0.7212
H 0.067312 -1.850916 -2.423265 1.6900 -1.1352 0.3968
H -0.916657 -0.933970 -2.498988 1.2398 1.2320 1.9268
C 0.821916 0.331918 0.729664 -1.4386 0.0451 2.1462
O 0.128151 -0.952528 0.399636 -0.4597 -1.0896 2.0356
C -0.304721 1.368843 0.901915 0.1371 -0.5465 -0.2688
H 1.376580 0.098293 1.688769 -0.3690 0.4906 -1.4200
H 1.423669 0.485302 -0.152528 0.4467 0.1211 0.1220
H -0.659178 -1.282197 0.930344 1.3362 0.9805 -0.5128
H -0.770338 1.554389 -0.088584 0.3669 0.4046 0.7229
H -1.089597 1.015460 1.572604 -0.0067 -0.5479 -0.0765
H 0.010869 2.242409 1.458069 0.4268 0.5049 -0.6041
```
Positions in Å, forces in eV/Å.

Entry 4:
A structure of composition C40H62BBrN6O2P2Rb, computed with wB97M-V/def2-TZVPD.

Values from the calculation:
Charge: -1
ΔE to the lowest compared entry with this formula, charge and spin (eV): 1.120
Frontier orbital gap (eV): 6.31

```
115
Properties=species:S:1:pos:R:3:forces:R:3
Rb -0.275212 0.636333 -1.393509 0.8430 0.3812 -0.3692
C 2.257652 2.154284 -4.679900 -0.0518 -0.0156 -0.0051
C 1.048312 1.414842 -5.167550 0.0004 0.0246 -0.0869
C 0.586777 1.253961 -6.491966 0.0602 0.0471 0.0176
C -0.569251 0.509248 -6.374018 0.0400 0.0234 0.1266
C -1.495096 0.034052 -7.447847 0.0137 0.0013 0.0329
N -0.752309 0.257490 -5.058019 -0.0835 -0.0621 0.0979
N 0.239154 0.814805 -4.316405 -0.0502 -0.0370 -0.3109
B -1.908468 -0.526002 -4.403395 0.1212 0.1201 -0.0574
N -2.715704 0.437304 -3.469042 0.1203 0.0481 -0.0880
N -2.321888 1.730221 -3.280318 -0.4320 0.0797 -0.1016
C -3.376437 2.374083 -2.800158 -0.0457 -0.1879 0.0216
C -3.344011 3.848623 -2.557548 -0.0191 0.0010 0.0104
C -4.470551 1.494801 -2.649050 -0.0017 0.1387 0.0230
C -4.005182 0.280231 -3.093214 0.1479 -0.0622 0.0305
C -4.710000 -1.028227 -3.172878 0.0278 -0.0235 -0.0001
N -1.332774 -1.815468 -3.724274 0.0101 0.0237 -0.0553
N -0.149496 -1.769075 -3.051017 -0.2022 -0.4260 0.0733
C 0.249884 -3.022459 -2.892460 -0.1234 -0.0318 -0.1002
C 1.560370 -3.346756 -2.245866 -0.0507 -0.0251 -0.0307
C -0.684851 -3.910658 -3.465445 0.0964 -0.0321 0.1027
C -1.669411 -3.102765 -3.994775 0.0627 0.1115 -0.0055
C -2.884480 -3.538646 -4.751130 0.0484 0.0101 0.0001
H 2.844722 2.523631 -5.520859 0.0198 0.0022 0.0074
H 2.896468 1.508353 -4.073335 -0.0184 0.0066 -0.0162
H 1.972553 3.012054 -4.065223 -0.0027 -0.0201 -0.0257
H 1.028161 1.628162 -7.404362 -0.0195 -0.0225 0.0665
H -1.131498 0.384449 -8.413921 -0.0046 -0.0067 -0.0009
H -2.508515 0.412654 -7.301732 0.0319 -0.0042 0.0020
H -1.554464 -1.056394 -7.477804 0.0081 0.0327 0.0076
H -2.664510 -0.910302 -5.264508 0.0552 0.0423 0.0501
H -2.349599 4.238290 -2.762838 -0.0002 -0.0072 0.0012
H -3.607347 4.096964 -1.524245 0.0167 -0.0139 -0.0358
H -4.062049 4.355393 -3.208569 0.0151 -0.0026 0.0270
H -5.459600 1.714240 -2.274155 0.0532 -0.0054 -0.0112
H -5.745694 -0.908371 -2.856579 -0.0122 -0.0133 0.0122
H -4.228359 -1.764551 -2.523063 -0.0085 0.0509 -0.0408
H -4.699381 -1.421884 -4.191693 -0.0215 0.0466 0.0345
H 2.156081 -2.443767 -2.133856 -0.0026 0.0074 0.0122
H 2.116542 -4.059705 -2.858253 0.0084 0.0174 0.0152
H 1.441076 -3.791874 -1.254296 -0.0034 -0.0140 -0.0270
H -0.639862 -4.989085 -3.511044 0.0105 0.0526 -0.0079
H -2.788334 -4.597612 -4.988631 -0.0004 -0.0196 -0.0031
H -3.005922 -2.982876 -5.681028 0.0144 -0.0162 0.0274
H -3.797422 -3.405540 -4.169200 0.0293 -0.0228 -0.0090
C 5.016118 -1.768857 5.529396 -0.0164 0.0186 0.0078
C 4.080942 -2.619288 4.654492 -0.0338 0.0303 -0.0147
C 3.219465 -3.503695 5.568917 -0.0369 -0.0058 -0.0281
C 4.940423 -3.542766 3.787697 0.0087 0.0049 -0.0339
C 3.197857 -1.703828 3.801194 0.0408 -0.0013 0.0012
C 3.391333 -1.521087 2.435251 -0.0198 -0.0287 0.0954
C 2.579052 -0.649018 1.743830 -0.0723 0.0612 -0.0265
Br 2.897163 -0.404439 -0.120587 0.1122 -0.1092 -0.1127
C 1.492291 0.107135 2.282833 0.0203 0.0214 -0.1327
O 0.747097 0.815316 1.526321 0.0895 -0.2192 0.0883
C 1.350557 -0.051925 3.709790 0.0830 -0.0288 0.1248
C 2.187268 -0.938025 4.385346 -0.0880 0.1703 -0.0197
C 0.392741 0.814067 4.555025 0.0053 -0.0088 -0.0745
C -0.725585 1.469751 3.736916 0.0294 0.0475 0.0511
C 1.216591 1.942731 5.202898 -0.0307 -0.0395 -0.0102
C -0.281840 -0.006342 5.670155 0.0417 -0.0334 -0.0209
H 5.635243 -2.401137 6.177359 -0.0419 0.0313 -0.0503
H 4.439603 -1.088612 6.161676 0.0313 -0.0340 -0.0174
H 5.675051 -1.163545 4.901799 -0.0230 -0.0135 0.0319
H 3.852250 -4.195463 6.134846 -0.0241 0.0340 -0.0160
H 2.509033 -4.087143 4.977608 0.0319 0.0104 0.0280
H 2.649808 -2.910755 6.287620 0.0149 -0.0230 -0.0432
H 5.493249 -4.238686 4.425137 -0.0077 0.0215 -0.0218
H 5.670692 -2.980980 3.199676 -0.0476 -0.0216 0.0180
H 4.322180 -4.124474 3.098382 0.0406 0.0111 0.0418
H 4.165997 -2.051365 1.895664 -0.0351 0.0372 0.0066
H 2.059840 -1.021630 5.459210 -0.0302 0.0191 0.0127
H -0.319037 2.136536 2.981136 -0.0445 -0.0727 0.0976
H -1.375999 2.033708 4.415491 -0.0039 -0.0146 0.0141
H -1.332885 0.727739 3.214780 0.0373 0.0783 0.0237
H 1.644827 2.581405 4.427505 -0.0350 -0.0680 0.0718
H 2.037689 1.532813 5.797621 -0.0378 0.0102 -0.0042
H 0.586103 2.559208 5.856005 0.0258 -0.0358 -0.0514
H -0.709118 -0.930356 5.271210 -0.0039 0.0414 0.0091
H -1.089708 0.580507 6.117569 0.0390 -0.0126 -0.0030
H 0.405980 -0.271210 6.476285 0.0144 -0.0303 -0.0480
C -2.909794 -3.335320 -0.387399 -0.0183 -0.0593 -0.1135
P -2.159349 -1.868378 0.333898 -0.1030 0.1019 -0.0388
C -0.464905 -2.320992 0.693641 0.0412 0.0991 0.0257
C -2.945365 -1.655264 1.939104 -0.0389 0.0073 0.0641
O -2.310409 -0.659079 -0.528664 -0.4715 -0.5079 0.4029
H -2.805592 -4.199960 0.271333 -0.0044 0.0213 -0.0334
H -2.407432 -3.535402 -1.339239 -0.0409 -0.0189 0.0351
H -3.967105 -3.139631 -0.574034 0.0156 -0.0331 0.0059
H -0.411922 -3.241659 1.276934 0.0061 0.0048 -0.0089
H -0.000835 -1.504412 1.252021 0.0186 -0.0213 -0.0275
H 0.066451 -2.447518 -0.249487 0.0162 -0.0129 0.0176
H -2.915219 -2.568743 2.536794 0.0051 0.0457 -0.0216
H -3.979314 -1.347437 1.777222 0.0027 -0.0194 0.0432
H -2.418252 -0.858131 2.465033 -0.0509 -0.0415 0.0103
C -1.463543 5.446927 0.694863 -0.0565 -0.0155 -0.1110
P -0.769285 4.004818 -0.229894 0.1271 0.1338 0.2719
C -1.669646 2.640183 0.639426 -0.0469 0.0566 -0.2556
C 0.895001 3.892996 0.545052 0.0717 -0.0847 0.0040
C 1.187616 4.209476 1.871374 0.0191 -0.0379 0.0190
C 2.469267 4.038131 2.376004 -0.0765 0.0249 -0.0619
C 3.477793 3.531289 1.565961 -0.0116 0.0260 0.0114
C 3.202292 3.209727 0.246871 -0.0085 0.0213 -0.0072
C 1.923673 3.401656 -0.258253 -0.0650 0.0044 0.0911
H -1.516947 5.249301 1.766877 -0.0040 0.0473 0.0031
H -2.474072 5.647329 0.331884 0.0191 -0.0110 0.0107
H -0.854252 6.335326 0.520362 -0.0170 -0.0296 -0.0146
H -2.018601 2.943544 1.626914 0.0173 -0.0045 0.0148
H -0.992234 1.793298 0.760776 -0.1377 0.1522 0.3118
H -2.521816 2.320474 0.030755 0.0092 0.0397 0.0676
H 0.405461 4.564278 2.534947 0.0416 0.0207 -0.0471
H 2.674603 4.280271 3.412614 0.0229 0.0187 -0.0523
H 4.472651 3.380530 1.966689 -0.0076 -0.0138 0.0044
H 3.977274 2.794692 -0.385588 -0.0257 0.0117 0.0097
H 1.711473 3.148920 -1.291861 0.0179 0.0290 -0.0374
```
Positions in Å, forces in eV/Å.